Entry 1:
Molecular formula: Cl5HSSi2
Method: DFT, ωB97M-V/def2-TZVPD

ORCA input file:
```
! RIJCOSX wB97M-V def2-TZVPD def2/J DEFGRID3
* xyz 0 1
S 0.144 -2.614 0.726
Si 0.621 -0.352 0.683
Cl -0.112 0.848 2.194
Cl 2.656 -0.312 0.591
Si -0.341 0.929 -1.062
Cl -2.222 1.563 -0.386
Cl -0.527 0.044 -2.842
Cl 0.707 2.665 -1.349
H -0.925 -2.770 1.445
*
```

Summary:
SMILES string: S[Si](Cl)(Cl)[Si](Cl)(Cl)Cl
Electronic energy (eV): -89226.6643
Energy relative to the best compared isomer or geometry (same formula, charge and spin) (kJ/mol): 26.63

***

Entry 2:
Molecular formula: C39H50B2F6N10O3STi
Method: DFT, ωB97M-V/def2-TZVPD

ORCA input file:
```
! RIJCOSX wB97M-V def2-TZVPD def2/J DEFGRID3
* xyz 0 1
Ti -1.830 -0.360 0.892
C -1.602 5.340 -1.126
C -1.320 4.142 -2.032
C 0.178 3.927 -2.227
C -2.013 2.891 -1.564
C -3.425 2.696 -1.360
C -3.553 1.385 -1.108
N -2.283 0.769 -1.097
N -1.356 1.787 -1.402
B -2.230 -0.294 -2.320
N -2.941 -1.525 -1.743
C -3.693 -2.433 -2.364
C -4.112 -3.364 -1.435
C -3.552 -2.945 -0.224
N -2.828 -1.837 -0.428
C -3.747 -3.562 1.129
C -3.067 -4.929 1.223
C -5.237 -3.668 1.456
N -0.827 -0.609 -2.817
C -0.227 0.011 -3.851
C 1.000 -0.576 -4.048
C 1.067 -1.580 -3.065
N -0.032 -1.580 -2.321
C 2.163 -2.590 -2.856
C 2.938 -2.341 -1.562
C 1.607 -4.014 -2.912
H -1.202 6.250 -1.575
H -1.130 5.209 -0.152
H -2.671 5.485 -0.962
H -1.760 4.361 -3.013
H 0.672 3.730 -1.274
H 0.628 4.819 -2.666
H 0.378 3.070 -2.870
H -4.214 3.425 -1.440
H -4.443 0.788 -1.003
H -2.858 0.157 -3.243
H -3.887 -2.344 -3.420
H -4.753 -4.212 -1.600
H -3.298 -2.892 1.861
H -3.500 -5.624 0.500
H -3.204 -5.352 2.220
H -1.997 -4.863 1.021
H -5.742 -4.342 0.759
H -5.714 -2.689 1.398
H -5.376 -4.063 2.463
H -0.727 0.811 -4.372
H 1.733 -0.341 -4.802
H 2.862 -2.467 -3.689
H 2.275 -2.371 -0.695
H 3.419 -1.363 -1.572
H 3.712 -3.100 -1.423
H 0.842 -4.157 -2.146
H 2.399 -4.749 -2.755
H 1.138 -4.213 -3.876
N -5.291 0.532 3.908
C -4.309 0.026 3.132
S -4.474 0.146 1.431
N -3.315 -0.538 3.796
N -2.377 -1.067 2.991
C -1.480 -1.786 3.560
C -0.580 -2.509 2.682
C 0.271 -3.504 3.137
C 0.968 -4.256 2.208
C 0.784 -3.999 0.860
C -0.056 -2.965 0.481
N -0.713 -2.224 1.376
H -5.974 1.134 3.485
H -5.128 0.585 4.899
H -1.483 -1.936 4.634
H 0.357 -3.687 4.199
H 1.636 -5.043 2.532
H 1.298 -4.569 0.100
H -0.192 -2.685 -0.561
C 0.191 2.898 1.699
C -0.935 2.243 2.496
O -1.459 1.169 1.809
C -2.072 3.265 2.719
F -3.147 2.729 3.293
F -2.458 3.784 1.547
F -1.662 4.284 3.496
C -0.374 1.779 3.866
F 0.390 2.735 4.420
F -1.323 1.463 4.749
F 0.401 0.699 3.700
H -0.134 2.971 0.664
H 1.087 2.278 1.746
H 0.431 3.885 2.090
C 5.465 2.890 -2.175
C 5.820 2.148 -0.887
C 6.906 1.115 -1.214
C 6.372 3.168 0.118
C 4.608 1.437 -0.281
C 4.765 0.711 0.906
C 3.715 0.037 1.524
C 2.487 0.112 0.907
O 1.285 -0.444 1.269
B 0.352 -0.024 0.298
O 1.016 0.722 -0.668
C 2.317 0.817 -0.265
C 3.349 1.491 -0.883
H 6.357 3.384 -2.566
H 4.708 3.658 -2.003
H 5.097 2.210 -2.946
H 7.777 1.608 -1.652
H 6.534 0.377 -1.928
H 7.236 0.581 -0.322
H 7.237 3.683 -0.304
H 6.686 2.690 1.046
H 5.615 3.915 0.365
H 5.741 0.668 1.371
H 3.858 -0.517 2.443
H 3.162 2.025 -1.803
*
```

Summary:
Electronic energy (eV): -113914.3425
Energy relative to the best compared isomer or geometry (same formula, charge and spin) (kJ/mol): 0.00

***

Entry 3:
Molecular formula: C42H35ClNO5Os
Method: DFT, ωB97M-V/def2-TZVPD

ORCA input file:
```
! RIJCOSX wB97M-V def2-TZVPD def2/J DEFGRID3
* xyz 1 5
Os 0.538 -0.649 -0.205
O -0.679 -0.192 -1.561
C -1.993 -0.666 -1.855
C -2.751 -0.543 -0.527
C -2.272 -1.416 0.601
C -3.181 -2.250 1.221
C -2.828 -2.922 2.378
C -1.563 -2.738 2.892
C -0.643 -1.947 2.219
C 0.761 -1.916 2.749
C 1.509 -0.584 2.637
O 1.697 -0.349 1.246
C 2.905 -0.656 3.246
C 3.584 0.535 3.485
C 4.891 0.525 3.941
C 5.541 -0.681 4.163
C 4.876 -1.872 3.923
C 3.567 -1.860 3.460
C 0.671 0.519 3.279
C 0.545 0.526 4.667
C -0.271 1.448 5.298
C -0.973 2.386 4.553
C -0.841 2.399 3.174
C -0.023 1.469 2.544
N -1.003 -1.298 1.085
C -1.937 -2.091 -2.378
C -0.767 -2.606 -2.920
C -0.758 -3.866 -3.505
C -1.915 -4.624 -3.542
C -3.089 -4.116 -2.999
C -3.101 -2.854 -2.430
C -2.569 0.262 -2.923
C -1.934 0.300 -4.163
C -2.405 1.119 -5.173
C -3.529 1.908 -4.962
C -4.162 1.881 -3.733
C -3.681 1.066 -2.715
H -3.811 -0.740 -0.671
H -2.658 0.498 -0.201
H -4.172 -2.345 0.802
H -3.536 -3.570 2.877
H -1.259 -3.219 3.811
H 1.316 -2.687 2.209
H 0.722 -2.206 3.799
H 3.086 1.481 3.311
H 5.403 1.459 4.126
H 6.562 -0.691 4.519
H 5.374 -2.817 4.096
H 3.078 -2.809 3.283
H 1.102 -0.189 5.260
H -0.352 1.443 6.377
H -1.607 3.111 5.046
H -1.363 3.141 2.585
H 0.090 1.531 1.468
H 0.139 -2.013 -2.929
H 0.156 -4.244 -3.944
H -1.910 -5.601 -4.007
H -4.002 -4.695 -3.040
H -4.035 -2.459 -2.048
H -1.062 -0.316 -4.340
H -1.901 1.135 -6.129
H -3.905 2.542 -5.754
H -5.036 2.494 -3.557
H -4.194 1.085 -1.763
C 3.729 -1.443 -5.013
C 3.286 -2.870 -4.879
C 2.760 -3.570 -5.953
C 2.348 -4.887 -5.808
Cl 1.684 -5.728 -7.175
C 2.456 -5.533 -4.593
C 2.967 -4.842 -3.500
C 3.377 -3.527 -3.649
O 3.943 -2.770 -2.637
C 3.595 -3.072 -1.317
C 2.316 -2.382 -0.916
O 1.475 -2.898 -0.160
O 2.140 -1.151 -1.300
H 3.622 -1.104 -6.041
H 4.770 -1.325 -4.713
H 3.139 -0.792 -4.365
H 2.670 -3.086 -6.916
H 2.148 -6.564 -4.492
H 3.039 -5.362 -2.557
H 4.375 -2.657 -0.673
H 3.506 -4.134 -1.100
*
```

Summary:
Electronic energy (eV): -70833.0548
Expectation value of S²: 6.015
Energy relative to the best compared isomer or geometry (same formula, charge and spin) (kJ/mol): 0.00

***

Entry 4:
Molecular formula: C18H24ClN3O2
Method: DFT, ωB97M-V/def2-TZVPD

ORCA input file:
```
! RIJCOSX wB97M-V def2-TZVPD def2/J DEFGRID3
* xyz 0 1
O -0.343 -2.507 1.015
C -0.894 -3.074 -0.145
C -1.727 -2.086 -0.968
C -0.834 -1.176 -1.815
C -1.550 0.042 -2.431
C -1.271 0.075 -3.938
C -1.897 1.288 -4.610
C -1.359 2.537 -3.929
C -1.669 2.469 -2.440
N -1.078 1.289 -1.827
C -1.203 1.330 -0.372
C 0.146 1.246 0.256
N 0.750 0.177 0.684
C 1.951 0.649 1.135
C 2.957 -0.233 1.775
C 2.567 -0.408 3.223
C 1.650 -1.387 3.586
C 1.262 -1.544 4.904
C 1.787 -0.719 5.884
C 2.693 0.268 5.542
C 3.072 0.424 4.218
Cl 4.192 1.685 3.824
N 2.064 1.936 0.985
O 0.893 2.336 0.415
H 0.049 -1.642 0.799
H -0.099 -3.497 -0.780
H -1.524 -3.898 0.203
H -2.403 -2.641 -1.620
H -2.340 -1.506 -0.274
H -0.409 -1.782 -2.617
H 0.002 -0.816 -1.217
H -2.643 -0.059 -2.281
H -0.190 0.105 -4.086
H -1.656 -0.845 -4.382
H -1.657 1.295 -5.674
H -2.985 1.251 -4.508
H -1.808 3.438 -4.349
H -0.279 2.592 -4.066
H -1.247 3.347 -1.945
H -2.766 2.483 -2.298
H -1.656 2.274 -0.055
H -1.811 0.508 0.014
H 2.945 -1.201 1.273
H 3.941 0.227 1.694
H 1.228 -2.026 2.825
H 0.549 -2.311 5.163
H 1.491 -0.837 6.916
H 3.106 0.923 6.294
*
```

Summary:
SMILES string: OCCC[C@@H]1CCCCN1Cc1nc(Cc2ccccc2Cl)no1
Electronic energy (eV): -40142.7608
Energy relative to the best compared isomer or geometry (same formula, charge and spin) (kJ/mol): 163.14